No. 1
This record from the OMol25 dataset describes a molecular structure, C32H22AuNO2PS. The level of theory is ωB97M-V/def2-TZVPD.

Structure (XYZ):
```
60
Properties=species:S:1:pos:R:3
Au -0.11 -0.15 -0.12
O -1.15 -1.95 -3.45
C -0.36 -2.00 -2.54
O -0.71 -1.73 -1.28
C 1.05 -2.46 -2.77
C 1.23 -3.44 -3.75
C 2.49 -3.91 -4.06
C 3.61 -3.39 -3.42
C 3.46 -2.40 -2.47
C 2.18 -1.95 -2.12
P 2.07 -0.54 -1.03
C 3.15 -0.74 0.39
C 3.45 0.39 1.16
C 4.20 0.25 2.32
C 4.66 -1.00 2.71
C 4.35 -2.12 1.95
C 3.59 -2.00 0.80
C 2.55 0.93 -1.95
C 1.61 1.51 -2.80
C 1.98 2.58 -3.60
C 3.27 3.07 -3.55
C 4.21 2.50 -2.70
C 3.85 1.42 -1.90
H 0.36 -3.81 -4.26
H 2.61 -4.69 -4.81
H 4.60 -3.74 -3.68
H 4.34 -1.96 -2.01
H 3.09 1.36 0.86
H 4.43 1.13 2.91
H 5.25 -1.10 3.61
H 4.70 -3.10 2.26
H 3.35 -2.88 0.22
H 0.60 1.12 -2.85
H 1.25 3.02 -4.26
H 3.56 3.91 -4.17
H 5.22 2.88 -2.66
H 4.59 0.97 -1.25
S -0.58 2.41 3.70
C 0.29 1.00 4.22
C 0.75 0.68 5.50
C 1.40 -0.52 5.66
C 1.59 -1.40 4.58
C 1.15 -1.08 3.32
C 0.50 0.14 3.15
N -0.02 0.63 1.95
C -0.61 1.79 2.10
C -1.24 2.41 0.95
C -1.92 3.63 0.98
C -2.51 4.11 -0.18
C -2.43 3.38 -1.36
C -1.75 2.17 -1.40
C -1.16 1.70 -0.24
H 0.59 1.35 6.34
H 1.76 -0.80 6.64
H 2.10 -2.34 4.75
H 1.29 -1.75 2.48
H -2.00 4.19 1.90
H -3.04 5.05 -0.16
H -2.90 3.76 -2.25
H -1.71 1.60 -2.32
```

⟨S²⟩: 2.012
Kohn-Sham gap (spin up / spin down) in eV: 8.047 / 6.123
F_max in eV Å⁻¹: 0.67
Multiplicity: 3
Charge: +1
E_tot in eV: -62935.590
E_HOMO (spin up / spin down) in eV: -11.20 / -11.56

How positive or negative is each atom? The Löwdin charges in e answer that: atom 1 (Au): 1.073, atom 2 (O): 0.118, atom 3 (C): -0.585, atom 4 (O): -0.200, atom 5 (C): -0.129, atom 6 (C): 0.006, atom 7 (C): -0.035, atom 8 (C): -0.049, atom 9 (C): -0.081, atom 10 (C): -0.286, atom 11 (P): 1.059, atom 12 (C): -0.374, atom 13 (C): -0.106, atom 14 (C): -0.058, atom 15 (C): -0.060, atom 16 (C): -0.060, atom 17 (C): -0.083, atom 18 (C): -0.345, atom 19 (C): -0.086, atom 20 (C): -0.053, atom 21 (C): -0.053, atom 22 (C): -0.056, atom 23 (C): -0.078, atom 24 (H): 0.130, atom 25 (H): 0.118, atom 26 (H): 0.115, atom 27 (H): 0.113, atom 28 (H): 0.115, atom 29 (H): 0.117, atom 30 (H): 0.116, atom 31 (H): 0.116, atom 32 (H): 0.111, atom 33 (H): 0.087, atom 34 (H): 0.115, atom 35 (H): 0.115, atom 36 (H): 0.114, atom 37 (H): 0.108, atom 38 (S): 1.176, atom 39 (C): -0.443, atom 40 (C): -0.068, atom 41 (C): -0.062, atom 42 (C): -0.063, atom 43 (C): -0.025, atom 44 (C): -0.293, atom 45 (N): -0.022, atom 46 (C): -0.531, atom 47 (C): -0.253, atom 48 (C): -0.028, atom 49 (C): -0.055, atom 50 (C): -0.053, atom 51 (C): -0.089, atom 52 (C): -0.152, atom 53 (H): 0.117, atom 54 (H): 0.113, atom 55 (H): 0.113, atom 56 (H): 0.108, atom 57 (H): 0.110, atom 58 (H): 0.115, atom 59 (H): 0.115, atom 60 (H): 0.104

---

No. 2
This record from the OMol25 dataset describes a single C15H19N7OS2 molecule. The level of theory is ωB97M-V/def2-TZVPD.

Structure (XYZ):
```
44
Properties=species:S:1:pos:R:3
C -4.95 -3.07 -1.70
C -3.54 -3.20 -1.11
C -2.91 -1.87 -0.94
N -2.57 -1.37 0.20
N -2.03 -0.16 0.13
C -1.96 0.29 -1.08
N -1.42 1.50 -1.40
C -1.12 1.85 -2.68
O -1.47 1.20 -3.64
C -0.30 3.12 -2.79
S 1.46 2.72 -2.51
C 1.43 2.52 -0.78
N 0.45 2.89 0.01
N 0.78 2.52 1.26
C 1.94 1.94 1.22
C 2.59 1.25 2.37
C 2.36 -0.22 2.20
C 3.25 -1.20 1.82
C 2.54 -2.41 1.72
C 1.24 -2.12 2.03
N 1.13 -0.80 2.32
C -0.09 -0.17 2.76
N 2.42 1.92 -0.06
C 3.64 1.35 -0.55
S -2.57 -0.80 -2.30
H -5.39 -4.06 -1.82
H -5.58 -2.48 -1.04
H -4.91 -2.59 -2.67
H -3.58 -3.69 -0.13
H -2.92 -3.80 -1.78
H -1.05 2.07 -0.63
H -0.59 3.87 -2.06
H -0.35 3.51 -3.81
H 3.66 1.44 2.38
H 2.14 1.62 3.29
H 4.31 -1.07 1.67
H 2.94 -3.36 1.45
H 0.38 -2.76 2.06
H -0.94 -0.67 2.31
H -0.11 0.88 2.46
H -0.17 -0.23 3.85
H 3.71 0.31 -0.23
H 3.65 1.41 -1.64
H 4.50 1.91 -0.16
```

Kohn-Sham gap in eV: 8.564
SMILES: CCc1nnc(NC(=O)CSc2nnc(Cc3cccn3C)n2C)s1
F_max in eV Å⁻¹: 1.64
Multiplicity: 1
Charge: 0
E_tot in eV: -50012.054
E_HOMO in eV: -8.10

How positive or negative is each atom? The Löwdin charges in e answer that: atom 1 (C): -0.108, atom 2 (C): -0.252, atom 3 (C): -0.597, atom 4 (N): -0.005, atom 5 (N): 0.007, atom 6 (C): -0.568, atom 7 (N): 0.105, atom 8 (C): -0.559, atom 9 (O): 0.005, atom 10 (C): -0.337, atom 11 (S): 1.006, atom 12 (C): -0.615, atom 13 (N): -0.012, atom 14 (N): 0.073, atom 15 (C): -0.299, atom 16 (C): -0.038, atom 17 (C): -0.260, atom 18 (C): -0.081, atom 19 (C): -0.091, atom 20 (C): -0.095, atom 21 (N): -0.098, atom 22 (C): -0.022, atom 23 (N): -0.039, atom 24 (C): -0.008, atom 25 (S): 1.145, atom 26 (H): 0.070, atom 27 (H): 0.080, atom 28 (H): 0.060, atom 29 (H): 0.112, atom 30 (H): 0.109, atom 31 (H): 0.107, atom 32 (H): 0.084, atom 33 (H): 0.089, atom 34 (H): 0.124, atom 35 (H): 0.127, atom 36 (H): 0.099, atom 37 (H): 0.089, atom 38 (H): 0.116, atom 39 (H): 0.063, atom 40 (H): 0.060, atom 41 (H): 0.096, atom 42 (H): 0.085, atom 43 (H): 0.070, atom 44 (H): 0.105

---

No. 3
This record from the OMol25 dataset describes a molecular structure, C16H24Ag2F12O8. The level of theory is ωB97M-V/def2-TZVPD.

Structure (XYZ):
```
62
Properties=species:S:1:pos:R:3
Ag -0.41 -0.84 0.05
Ag -2.05 1.58 0.50
C 2.32 -2.62 -0.60
O 1.38 -2.26 -1.59
O 1.54 -2.43 0.58
C 2.87 -4.02 -0.91
F 1.85 -4.89 -1.15
F 3.66 -4.14 -2.01
F 3.61 -4.62 0.07
C 1.89 -1.91 -2.93
C 0.51 -1.65 -3.68
H 0.06 -0.75 -3.26
H 0.63 -1.20 -4.67
H -0.23 -2.46 -3.73
H 2.42 -2.74 -3.39
H 2.48 -1.00 -2.89
H 3.21 -1.98 -0.66
C -3.40 -1.69 -1.04
O -2.38 -2.75 -0.91
O -2.93 -0.69 -0.21
C -3.68 -1.40 -2.53
F -4.52 -2.25 -3.11
F -4.33 -0.19 -2.75
F -2.63 -1.21 -3.26
C -2.92 -4.06 -0.98
C -1.68 -4.95 -0.97
H -1.06 -4.77 -1.85
H -0.97 -4.51 -0.27
H -1.74 -6.02 -0.80
H -3.44 -4.21 -1.93
H -3.61 -4.37 -0.21
H -4.32 -2.13 -0.63
C -0.54 1.10 3.59
O 0.77 1.68 3.67
O -0.65 0.33 2.42
C -0.86 0.54 5.04
F 0.24 -0.16 5.49
F -1.01 1.52 5.99
F -2.01 -0.12 5.26
C 1.13 2.96 4.23
C 2.49 3.23 3.79
H 2.50 3.18 2.70
H 2.70 4.24 4.15
H 3.24 2.57 4.23
H 1.10 2.98 5.32
H 0.41 3.76 4.05
H -1.25 1.92 3.53
C 1.04 2.28 -0.82
O 0.57 3.60 -1.08
O -0.05 1.41 -1.01
C 2.33 2.06 -1.65
F 2.26 2.32 -2.96
F 3.23 2.92 -1.26
F 2.93 0.90 -1.50
C -0.21 4.20 -0.04
C -0.59 5.63 -0.53
H 0.34 6.19 -0.62
H -0.96 5.56 -1.56
H -1.45 6.04 0.00
H 0.13 4.30 0.99
H -1.20 3.74 0.02
H 1.25 2.24 0.24
```

⟨S²⟩: 0.751
Kohn-Sham gap (spin up / spin down) in eV: 2.875 / 6.258
F_max in eV Å⁻¹: 5.02
Multiplicity: 2
Charge: -3
E_tot in eV: -73962.190
E_HOMO (spin up / spin down) in eV: 3.97 / 0.54

How positive or negative is each atom? The Löwdin charges in e answer that: atom 1 (Ag): 0.746, atom 2 (Ag): 0.296, atom 3 (C): -0.467, atom 4 (O): -0.161, atom 5 (O): -0.272, atom 6 (C): -0.523, atom 7 (F): 0.094, atom 8 (F): 0.083, atom 9 (F): 0.079, atom 10 (C): -0.193, atom 11 (C): -0.070, atom 12 (H): 0.057, atom 13 (H): 0.047, atom 14 (H): 0.061, atom 15 (H): 0.087, atom 16 (H): 0.093, atom 17 (H): 0.130, atom 18 (C): -0.428, atom 19 (O): -0.130, atom 20 (O): -0.301, atom 21 (C): -0.594, atom 22 (F): 0.119, atom 23 (F): 0.061, atom 24 (F): 0.175, atom 25 (C): -0.303, atom 26 (C): -0.088, atom 27 (H): 0.065, atom 28 (H): 0.077, atom 29 (H): 0.058, atom 30 (H): 0.096, atom 31 (H): 0.105, atom 32 (H): 0.127, atom 33 (C): -0.463, atom 34 (O): -0.106, atom 35 (O): -0.296, atom 36 (C): -0.488, atom 37 (F): 0.074, atom 38 (F): 0.048, atom 39 (F): 0.112, atom 40 (C): -0.318, atom 41 (C): -0.105, atom 42 (H): 0.078, atom 43 (H): 0.064, atom 44 (H): 0.076, atom 45 (H): 0.094, atom 46 (H): 0.107, atom 47 (H): 0.099, atom 48 (C): -0.420, atom 49 (O): -0.116, atom 50 (O): -0.327, atom 51 (C): -0.630, atom 52 (F): 0.125, atom 53 (F): 0.126, atom 54 (F): 0.163, atom 55 (C): -0.295, atom 56 (C): -0.125, atom 57 (H): 0.052, atom 58 (H): 0.054, atom 59 (H): 0.043, atom 60 (H): 0.104, atom 61 (H): 0.013, atom 62 (H): 0.135

---

No. 4
This record from the OMol25 dataset describes 2 unconnected molecules or ions with the total composition CH3FN2O2. The level of theory is ωB97M-V/def2-TZVPD.

Structure (XYZ):
```
9
Properties=species:S:1:pos:R:3
C 0.22 0.51 0.30
N -0.57 1.45 0.46
F -0.43 2.43 -0.47
H 0.83 0.45 -0.53
H 0.03 -0.31 0.84
O -4.43 -0.45 0.36
N -3.32 -0.11 0.22
O -2.46 -1.10 -0.50
H -1.46 -0.72 -0.31
```

Kohn-Sham gap in eV: 10.546
SMILES: C=NF.O=NO
F_max in eV Å⁻¹: 4.14
Multiplicity: 1
Charge: 0
E_tot in eV: -10872.248
E_HOMO in eV: -10.49

How positive or negative is each atom? The Löwdin charges in e answer that: atom 1 (C): -0.020, atom 2 (N): 0.004, atom 3 (F): -0.058, atom 4 (H): 0.073, atom 5 (H): 0.042, atom 6 (O): 0.053, atom 7 (N): -0.067, atom 8 (O): -0.117, atom 9 (H): 0.090

---

- Among the records above, which one has the highest E_tot?
  CH3FN2O2